1.
This record from the Open Molecules 2025 dataset describes 2 unconnected molecules or ions with the total composition C8H9NO3. The level of theory is wB97M-V/def2-TZVPD.

Total energy   -16071.6837 eV
E_HOMO   -7.549 eV
Frontier orbital gap   8.15 eV
LUMO level   0.60 eV
Energy relative to the best compared isomer or geometry (same formula, charge and spin)   72.39 kcal per mole

Cartesian coordinates (Å):
C  0.66468  1.42266  2.40784
C  1.65591  0.75377  1.47049
C  -0.62904  1.45055  1.97041
C  1.27243  -0.11659  0.52513
C  -1.15770  0.64179  0.87387
C  -0.16072  -0.42851  0.35421
C  -0.46904  -1.56470  -0.21696
C  -0.00926  0.06339  -2.36210
N  -0.66986  -2.64472  -0.72024
O  0.69751  -0.99066  -2.91970
O  -1.31667  -0.09029  -2.50617
O  0.49527  1.11136  -2.06432
H  1.14242  1.92984  3.19244
H  2.67223  0.98278  1.77716
H  -1.33122  1.87475  2.77307
H  1.94021  -0.66317  -0.04490
H  -1.73231  1.13815  0.11762
H  -1.18490  -3.22719  -0.11910
H  1.66106  -0.85147  -2.84629
H  -1.60135  -0.82846  -3.05839
H  -1.93966  0.03673  1.39596

Force components x, y, z for each atom (eV/Å):
C -0.827 -1.340 -4.348
C -0.711 0.269 1.341
C 1.419 1.278 4.191
C -1.017 0.873 2.091
C -1.009 -2.802 0.194
C 0.333 1.356 0.173
C 0.302 1.075 1.147
C 1.603 0.614 -2.476
N -0.577 0.338 -1.895
O -0.477 0.220 0.736
O -0.755 0.178 0.279
O -0.226 -0.655 0.551
H -0.253 0.667 1.275
H 0.201 -0.296 -0.779
H 0.549 -0.325 -1.795
H 1.414 -0.840 -1.060
H 0.130 0.728 -0.658
H -0.169 -1.715 1.168
H -0.698 0.362 0.107
H 0.547 -0.300 0.199
H 0.221 0.315 -0.439



2.
This record from the Open Molecules 2025 dataset describes C8H9NO3S in the gas phase. The level of theory is wB97M-V/def2-TZVPD.

Total energy   -26906.6412 eV
E_HOMO   -9.233 eV
Frontier orbital gap   8.39 eV
LUMO level   -0.85 eV
Energy relative to the best compared isomer or geometry (same formula, charge and spin)   61.30 kcal per mole

Cartesian coordinates (Å):
C  0.84201  2.89647  0.54793
C  0.50136  2.23199  1.70322
C  0.70315  2.30115  -0.71009
C  -0.09247  0.89618  1.54265
C  0.37836  0.95639  -0.71437
C  -0.20266  -3.04497  -1.16338
C  -0.68093  -1.85974  -0.82866
C  -0.18581  -1.17706  0.34600
N  -0.16634  0.25602  0.33470
O  2.13171  -0.81503  -0.87936
O  1.87804  -2.84495  0.58234
O  2.17629  -0.63122  1.51617
S  1.74981  -1.41158  0.42318
H  1.23667  3.87981  0.53258
H  0.65590  2.66921  2.67817
H  1.08943  2.70988  -1.61402
H  -0.69480  0.45064  2.32009
H  0.59038  0.36690  -1.56970
H  -0.74990  -3.32881  -2.08687
H  0.27721  -3.82590  -0.65735
H  -1.32769  -1.23350  -1.46973
H  -0.42769  -1.50800  1.33193

Force components x, y, z for each atom (eV/Å):
C -0.164 -0.210 -0.844
C -1.463 -2.878 -0.912
C 0.017 -1.781 1.690
C 0.034 2.569 -0.140
C -0.856 -0.150 -0.567
C -3.661 -0.143 -2.914
C 0.278 0.705 0.092
C 2.460 0.423 0.827
N 1.075 3.398 1.017
O 0.095 -1.145 1.145
O 0.243 0.357 -0.133
O 0.427 1.548 2.362
S -0.373 -1.441 -3.143
H 0.338 0.838 0.500
H -0.284 -0.184 0.043
H 0.054 0.437 -0.375
H 0.598 -0.289 0.342
H -0.349 -0.319 -0.700
H 0.887 -0.474 0.286
H 1.019 -0.200 0.826
H 0.340 -0.760 0.059
H -0.716 -0.301 0.538



3.
This record from the Open Molecules 2025 dataset describes C8H9NO3S in the gas phase. The level of theory is wB97M-V/def2-TZVPD.

Expectation value of S²   2.01
Total energy   -26904.6320 eV
Spin multiplicity   3
E_HOMO (spin up / spin down)   -5.741 / -9.721 eV
Frontier orbital gap (spin up / spin down)   6.31 / 6.77 eV
LUMO level (spin up / spin down)   0.57 / -2.95 eV
Energy relative to the best compared isomer or geometry (same formula, charge and spin)   0.00 kcal per mole

Cartesian coordinates (Å):
C  2.51488  -1.50595  0.76042
C  1.18247  -1.48174  0.22656
C  3.12568  -0.26100  0.70241
C  0.74672  -0.18054  0.01705
C  -1.37238  1.21150  0.43343
C  -1.39285  -0.87230  -1.12721
C  -1.82830  0.59092  1.73550
C  -0.57085  0.32733  -0.48903
N  -0.32618  1.29931  -1.89817
O  -0.92389  -1.08678  -2.35009
O  -1.51288  2.39283  0.18942
O  -2.19351  -1.51593  -0.56485
S  2.07532  0.96522  0.19739
H  3.00670  -2.46464  0.91473
H  0.50564  -2.32285  0.19790
H  4.04223  -0.09999  1.10791
H  -1.46739  -0.38831  1.81121
H  -2.88836  0.69465  1.66438
H  -1.50206  1.11338  2.76989
H  -0.68914  -0.17826  -2.68523
H  0.50715  1.84251  -1.53349
H  -1.03900  1.92064  -2.08014

Force components x, y, z for each atom (eV/Å):
C -4.824 -3.267 -2.444
C 3.501 -2.384 2.474
C -0.475 0.546 -0.170
C -1.802 2.582 -1.041
C 0.971 1.420 1.723
C 2.460 1.687 -0.516
C 0.845 2.289 1.715
C -0.227 0.838 -3.537
N 4.060 -2.834 3.213
O -1.063 -0.448 -0.470
O -0.367 -0.787 0.073
O -1.460 -1.234 1.139
S -0.143 2.175 -0.257
H 0.042 0.403 0.305
H 0.180 -0.169 -0.142
H 2.454 0.876 0.953
H -0.030 -1.658 0.045
H -0.935 -0.498 0.374
H -0.531 -0.598 -2.759
H 0.829 -0.192 0.205
H -1.332 -0.498 -1.239
H -2.151 1.752 0.356



Let's list maximum force in order: 4.6, 4.7, 6.3 eV/A.